Density functional theory data (ωB97M-V/def2-TZVPD) for a molecular structure, C42H66BBr2N9O8P in a non-equilibrium geometry.

The maximum force comes out at 7.8 eV Å⁻¹. The HOMO energy comes out at -0.3579 hartree. The total charge is +1. The calculation puts the gap between HOMO and LUMO at 5.90 eV.

Each line ends with the Löwdin charge.
Geometry (Å):
C (1.828, -3.925, -0.683)  -0.07
C (0.919, -2.548, -0.622)  -0.19
C (1.542, -1.698, 0.553)  -0.14
N (1.094, -0.313, 0.899)  -0.07
C (2.156, 0.062, 1.943)  -0.16
C (2.601, -0.940, 3.086)  -0.16
C (1.615, -1.214, 4.323)  -0.22
N (1.152, -2.663, 4.324)  -0.02
C (-0.366, -0.061, 1.332)  -0.25
O (-0.728, -1.442, 1.809)  -0.04
C (-1.448, -1.404, 3.029)  -0.24
N (-2.370, -1.532, 3.815)  0.22
O (-0.621, 0.554, 2.592)  -0.13
C (-0.602, 1.951, 2.788)  -0.27
C (-1.506, 2.250, 4.131)  -0.05
C (-1.426, 0.166, 0.086)  -0.24
C (-2.179, -1.085, -0.578)  -0.19
C (-3.195, -1.976, 0.284)  -0.17
C (-4.554, -2.407, -0.522)  -0.37
C (-4.242, -2.936, -2.021)  -0.09
C (-5.728, -1.307, -0.438)  -0.08
P (-2.990, 1.145, 0.633)  0.98
O (-3.563, 0.820, 2.184)  -0.28
O (-4.117, 1.486, -0.574)  -0.27
C (-0.388, 0.932, -0.982)  -0.23
C (-0.505, 0.467, -2.516)  -0.06
C (-1.809, 0.680, -3.367)  -0.34
O (-2.289, 1.748, -3.844)  0.06
O (-2.533, -0.495, -3.827)  0.03
C (-0.888, 2.487, -1.133)  -0.21
C (-0.169, 3.359, -2.257)  -0.68
O (0.984, 3.264, -2.726)  -0.05
Br (-1.232, 4.900, -3.013)  0.74
C (1.102, 0.708, -0.285)  -0.30
Br (1.712, 2.570, 0.356)  1.01
B (2.416, 0.590, -1.337)  -0.56
N (3.715, 1.297, -1.195)  0.08
O (2.457, -0.304, -2.493)  0.04
H (1.505, -4.566, -1.588)  0.10
H (1.696, -4.523, 0.282)  0.09
H (2.914, -3.570, -0.758)  0.08
H (0.927, -2.172, -1.681)  0.09
H (-0.104, -2.953, -0.247)  0.12
H (2.701, -1.717, 0.418)  0.17
H (1.436, -2.491, 1.397)  0.14
H (3.169, 0.345, 1.448)  0.14
H (1.890, 0.979, 2.575)  0.11
H (3.536, -0.431, 3.569)  0.14
H (3.030, -1.965, 2.766)  0.12
H (0.759, -0.473, 4.465)  0.11
H (2.237, -1.141, 5.303)  0.13
H (2.002, -3.194, 4.562)  0.08
H (0.758, -2.924, 3.410)  0.04
H (0.416, 2.445, 3.067)  0.11
H (-1.045, 2.646, 1.997)  0.09
H (-0.797, 2.510, 5.008)  0.09
H (-2.135, 1.315, 4.408)  0.08
H (-2.181, 3.166, 3.978)  0.09
H (-1.559, -1.791, -1.224)  0.09
H (-2.925, -0.619, -1.348)  0.11
H (-2.658, -2.989, 0.484)  0.12
H (-3.515, -1.582, 1.300)  0.09
H (-4.940, -3.338, 0.056)  0.14
H (-4.294, -2.037, -2.727)  0.06
H (-5.052, -3.682, -2.383)  0.09
H (-3.235, -3.512, -2.086)  0.09
H (-5.454, -0.596, 0.434)  0.06
H (-5.785, -0.750, -1.436)  0.08
H (-6.694, -1.867, -0.162)  0.09
H (-4.345, 1.412, 2.346)  0.10
H (-5.014, 1.658, -0.202)  0.08
H (-0.292, -0.676, -2.531)  0.11
H (0.327, 0.883, -3.215)  0.13
H (-1.913, -1.261, -3.822)  0.11
H (-0.990, 3.020, -0.106)  0.09
H (-1.997, 2.545, -1.489)  0.10
H (3.798, 2.197, -1.664)  0.09
H (4.204, 1.194, -0.311)  0.06
H (3.017, 0.102, -3.197)  0.12
N (-3.799, 6.210, -0.791)  0.00
C (-3.662, 6.917, 0.374)  -0.14
C (-4.850, 6.839, 1.060)  -0.12
C (-5.735, 6.051, 0.283)  -0.12
C (-5.058, 5.675, -0.852)  -0.15
H (-3.085, 6.100, -1.494)  0.04
H (-2.734, 7.415, 0.613)  0.11
H (-5.058, 7.298, 2.016)  0.09
H (-6.754, 5.788, 0.527)  0.09
H (-5.364, 5.074, -1.697)  0.11
N (1.621, -0.341, -5.446)  -0.01
C (2.324, -1.163, -6.288)  -0.14
C (2.455, -0.520, -7.495)  -0.10
C (1.813, 0.737, -7.376)  -0.09
C (1.310, 0.822, -6.101)  -0.13
H (1.372, -0.558, -4.494)  0.09
H (2.668, -2.131, -5.957)  0.10
H (2.959, -0.911, -8.366)  0.10
H (1.729, 1.497, -8.139)  0.10
H (0.757, 1.607, -5.605)  0.11
N (-0.347, -5.572, 5.118)  0.00
C (-0.366, -6.410, 6.201)  -0.14
C (-1.449, -7.245, 6.072)  -0.11
C (-2.105, -6.902, 4.864)  -0.11
C (-1.402, -5.869, 4.295)  -0.15
H (0.337, -4.849, 4.951)  0.10
H (0.390, -6.339, 6.968)  0.11
H (-1.737, -8.018, 6.769)  0.09
H (-2.994, -7.361, 4.455)  0.09
H (-1.560, -5.319, 3.379)  0.09
N (2.975, 5.733, 1.418)  -0.02
C (2.999, 6.990, 0.873)  -0.14
C (3.173, 7.891, 1.894)  -0.10
C (3.262, 7.152, 3.100)  -0.10
C (3.139, 5.823, 2.776)  -0.15
H (2.855, 4.877, 0.902)  0.05
H (2.890, 7.133, -0.192)  0.11
H (3.230, 8.964, 1.786)  0.10
H (3.401, 7.548, 4.095)  0.10
H (3.154, 4.936, 3.391)  0.10
N (5.059, -4.338, -3.981)  0.01
C (4.819, -3.194, -3.267)  -0.16
C (5.946, -2.910, -2.533)  -0.12
C (6.901, -3.916, -2.819)  -0.11
C (6.327, -4.782, -3.718)  -0.13
H (4.404, -4.784, -4.605)  0.15
H (3.870, -2.684, -3.341)  0.08
H (6.069, -2.070, -1.865)  0.09
H (7.899, -3.998, -2.413)  0.10
H (6.710, -5.674, -4.190)  0.11